Here is a cluster of 2 separate species, C4H12 in total at a distorted geometry from the Open Molecules 2025 dataset. Energies are from ωB97M-V/def2-TZVPD.

Calculated values
* net charge: +1
* frontier orbital gap (spin up / spin down): 0.4169 / 0.1511 Ha
* LUMO level (spin up / spin down): -0.1343 / -0.3998 Eh
* spin multiplicity: 2
* E: -4330.75244 eV
* <S²>: 0.752

Positions of all 16 atoms, in Å:
C: 2.098 0.366 -1.241
C: 0.899 -0.470 -1.684
H: 2.173 1.304 -1.796
H: 2.071 0.572 -0.173
H: 3.028 -0.185 -1.361
H: 0.588 -1.185 -0.908
H: 1.091 -1.092 -2.561
H: 0.088 0.198 -1.964
C: -1.947 -0.466 1.665
C: -1.049 0.671 1.413
H: -2.995 -0.146 1.415
H: -2.136 -1.304 0.893
H: -1.555 -1.129 2.440
H: -1.382 1.267 0.566
H: -0.099 0.175 1.099
H: -0.870 1.423 2.197